# 1
DFT (ωB97M-V/def2-TZVPD) results for the molecule C4H7NS2 at a distorted geometry.

Results
Energy above the lowest of the compared OMol25 structures with the same formula, charge and spin = 83.2 kcal/mol
Frontier orbital gap = 8.35 eV
Total charge = 0
Spin multiplicity = 1
E_LUMO = 0.0 eV
Structure (SMILES) = S=C(CS)N1CC1

Last column: natural (NBO) charge in e.
Cartesian coordinates (Å):
C1 -0.90087 1.32830 -0.08910  -0.637
C2 -0.56470 0.24241 0.67392  0.234
C3 1.48412 -0.52740 -0.71353  -0.242
C4 1.44832 -1.39181 0.47835  -0.210
H1 -3.18755 0.66295 -0.42489  0.172
H2 -1.58845 1.75757 0.59845  0.288
H3 -0.06223 1.82321 -0.46029  0.241
H4 2.34040 0.45119 -0.91689  0.205
H5 1.08016 -0.92006 -1.66265  0.226
H6 0.87711 -2.46683 0.28944  0.213
H7 2.25676 -1.42136 1.18343  0.221
N1 0.67130 -0.22691 0.48601  -0.411
S1 -2.13995 0.91265 -1.38193  -0.049
S2 -1.71443 -0.22390 1.93969  -0.251

Forces on the atoms, in the same order (eV/Å):
C -3.33 1.65 -1.74
C -0.28 -4.84 4.58
C 2.20 4.17 -0.86
C -1.19 -3.65 0.13
H 1.57 0.30 -1.35
H 0.13 2.12 0.28
H 0.93 1.36 -0.76
H -2.30 -3.54 0.69
H -0.28 0.47 0.76
H 1.46 2.87 0.71
H 0.28 -0.16 0.19
N -0.35 -0.37 -1.39
S -1.15 -0.48 0.64
S 2.32 0.11 -1.88

---

# 2
DFT (ωB97M-V/def2-TZVPD) results for a structure of composition C12H20BrCaCl4F6KN2O7PS at a distorted geometry.

Results
Frontier orbital gap = 1.72 eV
Total charge = +1
Spin multiplicity = 1
E_LUMO = -7.2 eV

Last column: natural (NBO) charge in e.
Cartesian coordinates (Å):
C1 -1.12279 -0.40098 0.63749  -0.335
C2 -1.08926 -0.75892 -0.76712  -0.287
C3 -1.29656 -2.28765 -1.32977  -0.525
C4 -0.77186 -3.23622 -0.18719  0.489
N1 0.49389 -3.05677 0.27318  -0.510
C5 0.63993 -4.02866 1.30818  -0.069
C6 -0.56959 -4.77962 1.39837  -0.054
N2 -1.46759 -4.25479 0.41326  -0.424
Br1 -3.19745 -4.84915 0.04081  0.429
H1 -2.00896 -0.58056 1.29598  0.284
H2 -0.20315 0.08502 1.07324  0.228
H3 -0.89227 0.11233 -1.49413  0.168
H4 -2.41837 -2.44675 -1.36947  0.280
H5 -0.81804 -2.47265 -2.32247  0.236
H6 1.17275 -2.37234 -0.05485  0.469
H7 1.56896 -4.16370 1.90343  0.263
H8 -0.75542 -5.60575 2.11571  0.283
C7 6.03466 -3.70163 -1.21110  -0.138
C8 4.76314 -4.30797 -1.77526  -0.129
O1 3.79214 -4.17536 -0.71891  -0.656
S1 4.09557 -2.84263 0.12682  2.506
O2 3.23773 -1.78374 -0.36981  -0.993
O3 4.18032 -3.18864 1.49177  -0.804
O4 5.60052 -2.56578 -0.43847  -0.749
H9 6.53905 -4.39658 -0.53837  0.245
H10 6.72666 -3.38796 -1.99348  0.246
H11 4.88810 -5.35197 -2.05554  0.266
H12 4.40107 -3.74099 -2.64114  0.187
Cl1 -3.40615 0.08079 0.06180  -0.473
K1 -1.31489 0.20955 -3.50440  0.959
C9 -3.08300 -1.51162 4.20393  -0.396
Cl2 -4.21390 -0.44473 3.38535  0.028
Cl3 -2.36357 -2.64371 3.05576  -0.078
H13 -2.28733 -0.91925 4.64806  0.227
H14 -3.60994 -2.06223 4.97856  0.234
C10 -2.02594 2.92296 1.23914  -0.262
O5 -0.67694 3.33603 1.48260  -0.515
C11 -0.55940 4.34572 2.35540  0.978
O6 -1.46293 4.89888 2.92021  -0.623
O7 0.74395 4.62948 2.48853  -0.505
C12 1.01892 5.69675 3.39659  -0.257
H15 -1.99621 2.10631 0.52259  0.191
H16 -2.49005 2.56003 2.15810  0.186
H17 -2.60799 3.73876 0.80950  0.218
H18 0.67596 5.44574 4.40116  0.190
H19 0.55746 6.62287 3.05284  0.203
H20 2.09845 5.83677 3.42357  0.191
F1 -0.65039 6.17024 -4.84234  -0.599
P1 -2.10863 5.50750 -4.56200  2.623
F2 -2.35971 4.09615 -3.77328  -0.597
F3 -3.55435 5.24471 -5.24765  -0.591
F4 -1.49246 4.58574 -5.75924  -0.609
F5 -2.70776 7.00324 -4.74104  -0.591
F6 -1.87160 5.89428 -3.00207  -0.591
Ca1 4.70393 -0.98441 -1.94381  0.881
Cl4 -4.47871 2.17387 -4.01898  -0.327

Forces on the atoms, in the same order (eV/Å):
C 1.01 -0.69 -1.84
C 1.50 -0.24 0.81
C -1.83 1.28 2.25
C -0.65 1.57 -2.54
N -2.40 -3.34 1.86
C -1.64 -1.07 -0.15
C 2.18 1.45 -0.32
N 3.26 1.07 0.71
Br 0.78 0.40 0.17
H 1.56 -1.51 -0.05
H -1.62 1.02 -0.80
H 0.74 -1.92 2.27
H 1.14 -0.08 -0.31
H -0.27 0.05 0.98
H -0.59 0.03 0.09
H -1.01 0.24 -0.61
H -0.24 0.84 -0.91
C 0.60 -1.53 -0.29
C 0.27 0.13 -0.49
O 0.29 0.89 0.65
S 0.27 -2.89 1.30
O 0.55 -0.01 0.24
O -0.56 0.57 -0.38
O -1.14 0.77 -0.07
H 0.02 0.14 0.01
H -0.05 0.23 0.12
H -0.20 -0.01 0.25
H -0.01 -0.12 -0.09
Cl -1.69 0.55 -0.80
K -1.03 0.99 -1.37
C -0.32 0.49 0.41
Cl 0.00 0.05 0.17
Cl 0.24 -0.46 0.00
H -0.02 -0.06 -0.13
H 0.06 -0.11 -0.19
C -0.30 0.01 -0.17
O 0.21 0.04 0.17
C 0.04 0.02 -0.14
O 0.13 -0.12 0.00
O -0.06 -0.17 -0.06
C 0.14 0.31 0.22
H 0.22 0.25 0.08
H -0.01 0.14 -0.02
H 0.02 -0.02 0.15
H -0.13 0.07 -0.11
H -0.10 -0.11 0.09
H -0.05 -0.19 -0.18
F 1.10 0.89 1.11
P -0.31 1.10 -0.55
F 0.20 -2.27 -0.16
F -0.90 -1.56 0.09
F -0.72 -1.30 -1.17
F 0.91 1.45 -0.04
F -0.07 1.27 0.82
Ca -0.01 1.87 -1.23
Cl 0.46 -0.42 0.15